# H20KrO10

A molecular structure, H20KrO10 (ωB97M-V with the def2-TZVPD basis set, the OMol25 dataset).

Values from the calculation:
Strongest force on any atom ... 0.911 eV/A
ΔE to the lowest compared entry with this formula, charge and spin ... 14.6 kcal/mol
HOMO level ... -9.87 eV

XYZ file:
```
31
Properties=species:S:1:pos:R:3:forces:R:3
Kr -0.93817 -0.73381 0.09656 -0.123 -0.118 -0.116
O 2.44710 -0.63076 0.24306 0.009 0.177 -0.434
O 2.31003 -1.80628 2.76615 0.585 0.307 0.486
O -4.20814 0.98276 0.41019 -0.313 -0.312 0.127
O 0.94348 2.60403 -2.11385 0.163 0.426 0.085
O -1.37450 2.46980 1.41800 -0.866 0.127 -0.008
O -1.20933 -2.98431 -3.10672 0.278 0.133 0.204
O -1.55376 3.22278 -1.29081 -0.889 0.132 -0.146
O 0.09722 -3.37312 2.37352 0.093 -0.041 -0.023
O 1.06043 1.20807 1.84319 -0.177 0.491 0.131
O 1.32319 -0.23045 -2.71376 0.145 0.239 -0.102
H -1.80682 -2.30890 -3.42776 -0.234 0.202 -0.049
H 0.62121 -0.80727 -3.01496 -0.285 -0.196 -0.175
H 2.47197 -1.56912 0.05575 -0.100 -0.469 -0.053
H -0.57986 -3.00121 2.93873 -0.233 0.089 0.255
H -1.72809 3.09497 -0.35833 -0.066 0.081 0.366
H 3.36717 -0.37263 0.29841 0.462 0.263 -0.174
H -0.65682 1.83643 1.41431 0.760 -0.281 0.044
H -0.37752 -3.68300 1.60227 -0.121 -0.112 -0.275
H 1.66142 -0.65541 -1.92556 0.116 -0.004 0.321
H -1.51968 2.66259 2.34428 -0.082 0.181 0.179
H 1.10584 0.86116 2.73416 0.092 -0.144 0.324
H -3.37005 1.27640 0.76744 0.405 0.276 0.123
H -0.63556 2.97512 -1.39944 0.481 -0.085 -0.405
H 1.05232 1.66446 -2.26076 0.013 -0.729 -0.309
H 1.47851 -2.15743 2.44759 -0.465 -0.480 -0.073
H 1.50373 2.79582 -1.36180 0.240 0.178 0.185
H 1.47628 0.53641 1.30266 0.104 -0.364 -0.279
H -1.45956 -3.77385 -3.58656 -0.011 -0.234 -0.124
H 2.67100 -1.32907 2.01901 -0.035 0.112 0.157
H -4.17304 1.22583 -0.51496 0.054 0.152 -0.241
```
Positions in Å, forces in eV/Å.



# C24H18Cl5ILaN2OS4

A molecular structure, C24H18Cl5ILaN2OS4 at a distorted geometry (ωB97M-V with the def2-TZVPD basis set, the OMol25 dataset).

Values from the calculation:
Charge ... -1
Strongest force on any atom ... 3.673 eV/A
ΔE to the lowest compared entry with this formula, charge and spin ... 82.9 kcal/mol
HOMO level (spin up / spin down) ... -1.80 / -2.78 eV

XYZ file:
```
56
Properties=species:S:1:pos:R:3:forces:R:3
La -1.47310 -0.64508 0.24335 1.409 -0.675 -0.542
I 1.12251 -2.53034 1.62393 -2.689 0.324 2.481
Cl -5.55481 -0.21270 2.91476 -0.508 0.335 0.274
Cl -2.09796 -5.15360 1.17352 0.105 0.316 0.186
Cl -2.89637 -4.78441 4.29053 -0.222 0.332 -0.194
Cl -4.46139 -0.35567 -0.08508 0.474 -0.570 0.663
Cl -4.80456 -2.39053 5.07186 -0.163 0.065 -0.150
S 0.90982 -2.09476 -4.25706 0.160 0.525 -0.578
S -1.52942 -1.96173 -2.60567 -1.145 0.734 0.422
S 0.98837 -2.28664 -1.29757 -0.374 1.044 -0.225
S -0.50251 2.00774 -1.24364 0.000 -0.115 0.315
O -1.34672 1.00433 1.72012 -0.421 -1.252 -0.606
N -1.79865 1.45845 -3.56323 0.077 0.246 1.076
N -1.24754 3.59507 -3.37480 1.246 -1.292 2.083
C -2.21126 2.11159 -4.68027 1.325 1.017 0.065
C 3.98563 -3.49376 1.62343 1.696 -1.344 0.058
C 3.50242 -1.92510 -0.17407 -0.818 -0.273 0.274
C -2.93709 -3.74545 1.74532 -0.497 1.449 2.589
C 4.24861 0.20253 -1.91898 -0.985 -0.776 -0.129
C -1.19543 1.95257 2.58316 0.262 1.684 1.448
C -2.31174 2.87629 2.98607 0.014 0.238 -0.168
C 4.84209 -1.49673 -0.17552 -0.659 2.174 -0.855
C -4.06452 -1.62580 1.16707 1.396 -1.930 2.268
C -4.27936 -2.53459 3.43838 1.760 -0.541 -0.892
C 2.56770 -1.42975 -1.18718 1.575 0.515 -1.269
C 5.72921 -2.00810 0.81460 -0.402 0.144 -1.588
C -0.76747 4.86927 -2.75646 1.901 -1.570 -1.211
C 0.13411 -1.92082 -2.82600 1.264 -1.005 -0.743
C 0.08709 2.11654 3.37561 -0.368 0.235 -0.768
C 2.99213 -0.44528 -2.11882 -1.350 -0.859 1.630
C -3.09115 -2.60597 1.00322 -0.991 0.819 -3.336
C 3.09790 -2.83686 0.87097 0.118 0.166 -2.624
C 5.12598 -0.35248 -1.04138 2.014 -0.463 1.034
C 5.33394 -3.08601 1.51944 -0.344 0.011 1.451
C -1.18799 2.31349 -2.74183 0.152 2.079 0.355
C -1.72531 3.37977 -4.61612 -1.413 0.180 -1.866
C -3.36716 -3.60729 3.10093 -0.999 -0.235 -1.050
C -4.57157 -1.55112 2.47582 -0.700 0.129 0.020
H -0.57557 4.62708 -1.70839 0.110 0.222 -0.222
H -2.76717 1.60475 -5.37740 -0.825 -0.847 -1.812
H 6.15806 0.08124 -0.95549 -1.057 -0.299 0.000
H 0.17135 5.19507 -3.30177 -0.742 -0.558 0.890
H 0.42127 3.14223 3.10177 0.387 -0.478 0.469
H 3.79313 -4.44263 2.17556 -0.317 1.088 -0.052
H 6.71246 -1.60633 0.89224 0.639 0.185 0.027
H 4.45821 1.13124 -2.44359 0.195 -0.333 -0.105
H -1.62973 4.09188 -5.44178 -0.483 -0.110 0.673
H 6.00009 -3.50053 2.23586 0.796 -0.545 0.361
H -0.04268 2.08251 4.48639 0.100 -0.150 -0.706
H 2.25821 -0.16650 -2.89228 0.724 0.099 0.413
H -1.42083 5.69743 -2.86657 -1.219 0.297 -0.085
H -1.82664 3.71817 3.53187 -0.606 -0.551 -0.032
H 0.81597 1.37410 3.01748 -0.076 0.283 0.379
H -2.87809 3.36045 2.14918 0.343 -0.642 0.394
H -3.04009 2.33662 3.64348 0.231 0.541 -0.254
H -1.85238 0.46613 -3.32504 -0.099 -0.065 -0.238
```
Positions in Å, forces in eV/Å.



Number 1 is which compound?
H20KrO10



The lowest ΔE to the lowest compared entry with this formula, charge and spin belongs to which entry?
H20KrO10